Molecular formula: C4H10N2O3
Method: DFT, ωB97M-V with the def2-TZVPD basis set

Each line ends with the Mulliken charge.
Geometry (Å):
O (3.97, 0.89, 0.24)  -0.34
O (1.24, -0.73, 2.17)  -0.66
O (4.66, -0.26, -1.61)  -0.36
N (-1.12, -0.52, 0.62)  -0.59
N (0.90, -1.15, -0.45)  -0.64
C (4.35, 0.31, -0.67)  0.72
C (0.03, -0.07, -0.14)  1.25
C (-1.31, -0.28, -0.72)  -0.63
C (0.41, 1.31, 0.16)  -1.52
H (-1.33, -1.48, 0.90)  0.30
H (1.80, -1.00, 0.05)  0.20
H (-0.39, 1.87, -0.25)  0.39
H (-1.98, 0.57, -1.18)  0.19
H (1.43, 1.54, -0.18)  0.25
H (0.84, -1.58, 2.05)  0.31
H (0.43, 1.55, 1.19)  0.26
H (1.26, -1.24, -1.35)  0.29
H (0.81, -0.14, 2.81)  0.31
H (-1.39, -1.18, -1.41)  0.27

Properties
- Energy: -13431.4918 eV
- HOMO level: -8.84 eV
- Orbital gap: 9.34 eV
- SMILES string: C[C@]1(N)CN1.O=C=O.O
- ΔE to the lowest compared entry with this formula, charge and spin: 228.1 kJ/mol
- Max |F|: 4.8 eV/Å